Entry 1:
# C4H9NO

One molecule with the formula C4H9NO (ωB97M-V/def2-TZVPD, the OMol25 dataset).

```
15
Properties=species:S:1:pos:R:3:forces:R:3
C 2.079223 0.349872 -0.480448 0.1 0.1 0.0
C 0.629333 -0.016789 -0.627201 -0.2 0.0 0.1
C -1.936969 -1.326093 -0.105569 0.0 -0.2 -0.1
C -0.301040 0.391765 0.244966 0.3 -0.1 -0.1
O -1.613484 0.007819 0.254409 0.1 0.1 0.1
N -0.039590 1.269201 1.310026 -0.4 0.4 -0.2
H 2.359353 0.401357 0.578301 0.0 0.0 -0.1
H 2.331444 1.320092 -0.932196 -0.1 -0.1 0.0
H 2.722031 -0.397289 -0.957790 -0.1 0.1 0.1
H 0.331807 -0.631900 -1.469186 0.0 0.1 0.1
H -2.839593 -1.303486 -0.719398 0.1 0.0 0.1
H -1.134322 -1.810425 -0.666055 -0.1 0.1 0.1
H -2.134410 -1.907501 0.801456 0.0 0.1 -0.1
H 0.460497 2.106481 1.014129 0.0 -0.4 0.1
H -0.914279 1.546895 1.754555 0.3 -0.2 -0.1
```
Forces are in eV/Å.

The frontier orbital gap is 8.9 eV. For the total energy, the calculation gives -287.7705 hartree. As for the HOMO energy: -7.86 eV. The value obtained for the max |F| is 0.64 eV/A. As for the SMILES: C/C=C(\N)OC.

---

Entry 2:
# C4H9NO

One molecule with the formula C4H9NO (ωB97M-V/def2-TZVPD, the OMol25 dataset).

```
15
Properties=species:S:1:pos:R:3:forces:R:3
C -1.728684 0.513329 0.266014 0.0 0.0 0.0
C -0.793366 -0.362647 -0.565731 0.4 0.4 -0.3
C 0.261298 -1.153589 0.217066 0.8 0.3 0.1
N 1.554140 -0.327584 0.376572 -0.7 0.1 0.0
C 1.787535 0.840140 -0.289687 -0.1 0.1 -0.3
O 1.320053 1.152747 -1.370566 0.8 0.3 0.0
H -2.238197 1.234865 -0.383172 0.1 -0.1 0.1
H -2.503315 -0.032525 0.820532 0.2 0.0 -0.1
H -1.146201 1.092357 0.993416 -0.1 0.0 -0.1
H -0.149186 0.293571 -1.167213 -1.1 -0.3 0.0
H -1.320397 -0.956883 -1.320520 0.0 -0.3 0.5
H 0.481586 -2.101440 -0.291971 0.2 0.3 0.2
H -0.051884 -1.381098 1.242461 0.0 0.0 -0.2
H 2.087987 -0.380493 1.241223 -0.6 -0.2 -0.2
H 2.438635 1.569246 0.231577 0.2 -0.5 0.1
```
Forces are in eV/Å.

The frontier orbital gap is 10.2 eV. For the total energy, the calculation gives -287.7868 hartree. As for the HOMO energy: -9.34 eV. The value obtained for the max |F| is 1.10 eV/A. As for the SMILES: CCCNC=O.

---

Entry 3:
# C4H9NO

One molecule with the formula C4H9NO (ωB97M-V/def2-TZVPD, the OMol25 dataset).

```
15
Properties=species:S:1:pos:R:3:forces:R:3
C -0.774247 -1.541996 0.168793 -1.5 0.1 0.0
N -0.905122 -0.236724 0.801740 0.7 0.5 0.3
C 1.449903 0.340173 0.113621 0.9 0.3 -0.9
C 0.019096 0.793146 0.289126 -1.2 0.0 -0.4
C -0.545484 1.285102 -1.046234 0.8 -0.1 0.6
O -0.245247 2.353245 -1.500712 -0.2 0.2 -0.3
H -1.531356 -2.185545 0.614831 0.4 -0.3 0.6
H -1.233623 -1.485751 -0.821011 0.8 0.1 -0.4
H 0.217886 -1.987522 0.170597 0.0 -0.1 -0.1
H -0.688913 -0.289862 1.789791 -0.3 -0.4 0.1
H 1.873438 -0.210782 0.949384 -0.2 -0.1 0.2
H 1.554400 -0.258100 -0.799179 -0.1 -0.3 0.3
H 2.126509 1.171448 -0.101724 -0.2 0.2 0.3
H -0.103004 1.672369 0.932246 0.4 -0.2 0.1
H -1.214233 0.580800 -1.561266 -0.2 0.0 -0.2
```
Forces are in eV/Å.

The frontier orbital gap is 10.2 eV. For the total energy, the calculation gives -287.7689 hartree. As for the HOMO energy: -9.25 eV. The value obtained for the max |F| is 1.49 eV/A. As for the SMILES: CN[C@@H](C)C=O.

---

Entry 4:
# C4H9NO

One molecule with the formula C4H9NO (ωB97M-V/def2-TZVPD, the OMol25 dataset).

```
15
Properties=species:S:1:pos:R:3:forces:R:3
C 0.161699 -1.374891 0.152965 0.8 -0.5 0.1
C 0.316683 0.102311 0.406739 0.1 0.4 -0.3
C 0.931800 0.994995 -0.708519 0.2 -0.3 -0.3
C -0.440743 1.648518 -0.754181 -0.8 0.0 -0.5
H -1.705488 -1.504565 0.955526 0.6 -0.3 0.0
H -0.526263 -1.841325 2.024962 0.1 -0.1 -0.2
H 1.135292 -1.919577 0.285304 -0.7 0.6 -0.3
H -0.197606 -1.512011 -0.876689 0.2 -0.1 0.2
H 0.681583 0.291087 1.424038 0.1 0.0 -0.1
H 1.159791 0.439068 -1.645767 0.1 0.4 0.7
H 1.742572 1.678829 -0.424120 -0.1 -0.5 -0.1
H -0.984650 1.552820 -1.722022 0.3 0.1 0.6
H -0.504404 2.686370 -0.406850 0.1 -0.1 -0.1
N -0.797865 -1.982449 1.053017 -0.9 0.1 0.3
O -0.972402 0.740820 0.235597 -0.1 0.2 -0.1
```
Forces are in eV/Å.

The frontier orbital gap is 10.3 eV. For the total energy, the calculation gives -287.7590 hartree. As for the HOMO energy: -9.15 eV. The value obtained for the max |F| is 0.98 eV/A. As for the SMILES: NC[C@H]1CCO1.

---

Entry 5:
# C4H9NO

A 2-piece molecular cluster, C4H9NO overall (ωB97M-V/def2-TZVPD, the OMol25 dataset).

```
15
Properties=species:S:1:pos:R:3:forces:R:3
C -1.093626 0.846068 -0.487965 0.3 0.0 0.4
C 0.668150 -1.743193 0.182817 0.3 -0.1 0.3
C -0.187035 1.738444 -0.036018 -0.9 0.5 -0.3
N -2.121902 0.335671 0.254972 0.0 0.0 0.0
C 1.814865 -1.164788 -0.174747 -0.4 -0.4 -0.4
O 2.169903 0.098597 0.060514 -1.4 1.7 0.5
H -1.026040 0.445241 -1.489420 0.0 0.1 -0.1
H -2.123863 0.551707 1.240032 0.0 0.0 -0.1
H -2.467714 -0.579199 0.017564 0.0 0.1 0.0
H 2.551680 -1.698914 -0.771214 0.0 0.0 0.1
H -0.021903 -1.255933 0.851541 -0.2 0.2 0.0
H 0.469756 -2.769858 -0.058216 0.1 -0.2 -0.1
H -0.327526 2.206593 0.928584 0.1 -0.1 0.2
H 1.303098 0.682330 0.224946 1.9 -1.5 -0.4
H 0.392157 2.307234 -0.743392 0.3 -0.2 -0.2
```
Forces are in eV/Å.

The frontier orbital gap is 9.5 eV. For the total energy, the calculation gives -287.7431 hartree. As for the HOMO energy: -8.57 eV. The value obtained for the max |F| is 2.42 eV/A. As for the SMILES: C=CN.C=CO.

---

Entry 6:
# C4H9NO

One molecule with the formula C4H9NO (ωB97M-V/def2-TZVPD, the OMol25 dataset).

```
15
Properties=species:S:1:pos:R:3:forces:R:3
C 0.367652 0.031866 1.431159 -0.1 0.0 0.1
N 0.408962 0.205612 -0.004945 -0.1 -0.1 -0.2
C 1.617598 0.824052 -0.514918 0.1 0.1 -0.1
C -0.545223 -0.186226 -0.908342 0.0 0.0 0.0
O -0.403952 -0.000702 -2.109677 0.0 0.0 0.3
C -1.825556 -0.837899 -0.415162 -0.1 -0.1 0.0
H 0.630385 0.976783 1.922490 -0.1 -0.1 -0.1
H -0.622465 -0.260705 1.780456 0.1 0.1 -0.1
H 1.092336 -0.726037 1.761858 -0.1 0.1 -0.1
H 2.502992 0.291824 -0.147047 -0.1 0.1 0.0
H 1.681946 1.871835 -0.195265 0.0 -0.1 0.0
H 1.591403 0.784202 -1.602422 0.0 0.0 0.1
H -2.597349 -0.065275 -0.314343 0.2 -0.1 0.0
H -1.753754 -1.389296 0.524371 0.1 0.1 -0.2
H -2.144975 -1.520035 -1.208214 0.0 0.2 0.2
```
Forces are in eV/Å.

The frontier orbital gap is 10.1 eV. For the total energy, the calculation gives -287.8102 hartree. As for the HOMO energy: -9.21 eV. The value obtained for the max |F| is 0.29 eV/A. As for the SMILES: CC(=O)N(C)C.

---

Entry 7:
# C4H9NO

One molecule with the formula C4H9NO (ωB97M-V/def2-TZVPD, the OMol25 dataset).

```
15
Properties=species:S:1:pos:R:3:forces:R:3
C 1.824593 -0.010922 -0.608550 -1.7 2.9 7.0
C 0.945592 -0.606266 0.518347 -5.2 6.2 -5.2
C -1.521940 -0.372760 -0.129524 -2.5 -0.6 -0.9
C -1.537268 1.137389 0.110577 2.1 0.4 -1.5
H 1.478017 0.890812 -0.991058 -1.3 1.6 -0.6
H 1.976702 -0.594713 -1.336180 1.5 -4.8 -5.3
H 2.669080 0.308909 -0.070406 1.9 0.1 0.2
H 0.755693 0.114593 1.330362 -0.2 0.3 -0.6
H 1.305700 -1.309005 1.004779 4.0 -6.9 3.9
H -0.624923 -1.932673 0.124323 -2.8 -11.2 2.3
H -1.435865 1.177986 1.218190 -1.0 0.8 -0.6
H -0.525850 1.548695 -0.224555 -1.2 -0.4 0.3
H -2.329217 1.716926 -0.542696 1.2 -1.5 2.1
N -0.360003 -1.139020 -0.052237 3.0 12.5 -1.5
O -2.620313 -0.929952 -0.351371 2.3 0.7 0.4
```
Forces are in eV/Å.

The frontier orbital gap is 10.3 eV. For the total energy, the calculation gives -287.7177 hartree. As for the HOMO energy: -9.46 eV. The value obtained for the max |F| is 12.92 eV/A. As for the SMILES: CCNC(C)=O.

---

Entry 8:
# C4H9NO

One molecule with the formula C4H9NO (ωB97M-V/def2-TZVPD, the OMol25 dataset).

```
15
Properties=species:S:1:pos:R:3:forces:R:3
C -1.243547 -0.883573 0.278287 -0.1 -0.2 0.1
N -0.292467 0.213737 0.288839 0.1 0.0 -0.1
C -0.912425 1.429688 -0.212502 0.0 0.2 0.0
C 0.952167 -0.123717 -0.380271 0.1 0.0 -0.2
C 2.058673 -0.623187 0.529304 0.3 -0.2 -0.2
O 2.958045 -1.306861 0.101992 -0.3 0.3 0.3
H -1.597512 -1.128543 -0.741520 0.1 0.0 0.1
H -2.118059 -0.620666 0.883075 0.2 0.0 -0.1
H -0.797316 -1.784834 0.709735 0.0 0.1 -0.1
H -1.811283 1.650761 0.374053 0.2 -0.1 -0.1
H -0.229443 2.277549 -0.100737 -0.1 -0.1 0.0
H -1.215399 1.358989 -1.273607 0.1 0.0 0.1
H 1.346898 0.761433 -0.893558 0.0 0.0 0.1
H 0.879926 -0.902372 -1.157023 -0.3 0.2 0.0
H 2.021740 -0.318405 1.593926 -0.1 0.0 -0.1
```
Forces are in eV/Å.

The frontier orbital gap is 9.9 eV. For the total energy, the calculation gives -287.7677 hartree. As for the HOMO energy: -8.97 eV. The value obtained for the max |F| is 0.49 eV/A. As for the SMILES: CN(C)CC=O.

---

What is the max |F| in the first record? 0.64 eV/A

---

Which formula does entry 2 have? C4H9NO

---

Among the records above, which one has the highest max |F|? number 7

---

What is the max |F| in the first record? 0.64 eV/A